{
  "formula": "C2H8N3O",
  "method": "ωB97M-V/def2-TZVPD",
  "total_charge": 1,
  "orbital_gap_ev": 11.5179,
  "e_lumo_ev": -3.288,
  "homo_ev": -14.806,
  "relative_energy_kj_mol": 266.1,
  "smiles": "CN/[NH+]=C(/N)O",
  "elements": ["O", "N", "N", "N", "C", "C", "H", "H", "H", "H", "H", "H", "H", "H"],
  "xyz": [[-0.87, -1.67, -0.95], [-0.53, 0.99, -0.59], [0.55, -0.02, -0.27], [0.96, -2.17, 0.41], [0.21, -1.33, -0.31], [-0.62, 1.91, 0.54], [0.27, 2.39, 0.87], [-1.31, -0.89, -1.28], [1.50, 0.36, 0.09], [-1.14, 1.29, 1.44], [1.69, -1.57, 0.82], [-0.27, 1.28, -1.59], [0.97, -3.20, 0.51], [-1.42, 2.64, 0.31]]
}

=====

{
  "formula": "C2H8N3O2",
  "method": "ωB97M-V/def2-TZVPD",
  "total_charge": 1,
  "orbital_gap_ev": 12.2651,
  "e_lumo_ev": -2.637,
  "homo_ev": -14.902,
  "relative_energy_kj_mol": 4.3,
  "elements": ["O", "O", "N", "N", "N", "C", "C", "H", "H", "H", "H", "H", "H", "H", "H"],
  "xyz": [[-1.18, -0.19, 0.06], [1.09, -1.17, 0.05], [-3.36, 0.12, -0.10], [3.18, -0.45, -0.04], [1.47, 1.17, -0.03], [1.88, -0.12, 0.01], [-2.26, -0.71, -0.01], [-0.05, -0.95, -0.07], [-2.32, -1.74, 0.01], [2.02, 1.98, 0.10], [-4.19, -0.35, 0.23], [-3.22, 1.11, -0.04], [0.48, 1.21, 0.24], [3.56, -1.36, -0.33], [3.93, 0.11, 0.20]]
}

=====

{
  "formula": "C2H8N3O2",
  "method": "ωB97M-V/def2-TZVPD",
  "total_charge": 1,
  "orbital_gap_ev": 9.2252,
  "e_lumo_ev": -5.274,
  "homo_ev": -14.499,
  "relative_energy_kj_mol": 688.3,
  "elements": ["O", "O", "N", "N", "N", "C", "C", "H", "H", "H", "H", "H", "H", "H", "H"],
  "xyz": [[-1.43, -1.07, 0.14], [-3.85, -0.33, 0.37], [-4.14, 0.39, -0.57], [0.40, -0.03, -0.02], [-0.83, 0.08, 0.22], [1.11, -1.22, -0.35], [1.13, 1.20, 0.14], [1.31, -1.40, -1.53], [-5.16, 0.71, -0.70], [-2.53, -0.91, 0.20], [1.55, 1.38, -0.85], [0.51, 2.05, 0.43], [0.78, -2.18, 0.04], [2.18, -1.16, -0.09], [1.92, 1.05, 0.91]]
}

=====

{
  "formula": "C2H8N3O7P3",
  "method": "ωB97M-V/def2-TZVPD",
  "total_charge": 0,
  "orbital_gap_ev": [5.0121, 5.9139],
  "e_lumo_ev": [0.047, -3.249],
  "homo_ev": [-4.966, -9.163],
  "multiplicity": 3,
  "elements": ["P", "P", "P", "O", "O", "O", "O", "O", "O", "O", "N", "N", "N", "C", "C", "H", "H", "H", "H", "H", "H", "H", "H"],
  "xyz": [[0.63, 0.43, 0.75], [1.18, -0.17, -1.44], [3.11, -0.89, 0.70], [3.55, 0.20, -0.52], [-0.73, -0.37, 1.23], [-0.88, 2.51, 1.24], [1.71, 1.38, -1.86], [-1.44, 0.85, -1.22], [-2.21, -2.08, 0.75], [-0.22, -1.94, -0.37], [2.59, -0.86, -0.99], [0.29, 1.84, 1.67], [1.90, -0.16, 1.53], [-1.98, -0.36, -0.93], [-1.26, -1.18, 0.17], [-0.16, -2.74, 0.07], [1.03, 2.53, 1.74], [-1.78, 2.12, 1.50], [-0.64, 0.75, -1.76], [2.62, 1.45, -1.66], [-2.18, -1.06, -1.90], [-3.03, -0.03, -0.39], [-2.09, -2.19, 1.69]]
}

=====

{
  "formula": "C2H8N4",
  "method": "ωB97M-V/def2-TZVPD",
  "total_charge": 0,
  "orbital_gap_ev": 10.1092,
  "e_lumo_ev": 0.851,
  "homo_ev": -9.258,
  "relative_energy_kj_mol": 116.7,
  "smiles": "[H]/N=C/N.[H]/N=C/N",
  "elements": ["N", "N", "N", "N", "C", "C", "H", "H", "H", "H", "H", "H", "H", "H"],
  "xyz": [[0.92, -3.11, -0.83], [-0.53, 4.12, 0.22], [0.54, 4.14, 2.28], [-1.27, -3.69, -1.39], [-0.04, 3.52, 1.33], [-0.08, -4.04, -1.10], [-0.17, 2.44, 1.37], [1.08, -2.42, -1.55], [-0.07, 4.98, -0.03], [0.15, -5.11, -1.10], [0.71, 3.44, 2.99], [1.78, -3.60, -0.61], [-1.93, -4.39, -1.06], [-1.11, 3.73, -0.51]]
}

=====

{
  "formula": "C2H8N4",
  "method": "ωB97M-V/def2-TZVPD",
  "total_charge": 0,
  "orbital_gap_ev": 9.7244,
  "e_lumo_ev": 0.939,
  "homo_ev": -8.786,
  "relative_energy_kj_mol": 436.2,
  "smiles": "C/C(=N/N)NN",
  "elements": ["N", "N", "N", "N", "C", "C", "H", "H", "H", "H", "H", "H", "H", "H"],
  "xyz": [[1.80, 0.70, -0.43], [-0.05, -1.02, -1.63], [0.37, -1.07, -0.11], [0.77, 1.04, 0.59], [-0.22, 0.14, 0.58], [-1.55, 0.43, 1.17], [-0.21, -1.92, 0.33], [0.74, -0.56, -2.02], [-1.58, 1.49, 1.43], [2.42, 1.46, -0.35], [-1.70, -0.21, 2.18], [-2.18, -0.05, 0.27], [-0.90, -0.23, -1.66], [2.28, -0.19, -0.34]]
}

=====

{
  "formula": "C2H8N4",
  "method": "ωB97M-V/def2-TZVPD",
  "total_charge": 0,
  "orbital_gap_ev": [7.8166, 7.5701],
  "e_lumo_ev": [0.855, 0.840],
  "homo_ev": [-6.961, -6.730],
  "relative_energy_kj_mol": 602.4,
  "elements": ["N", "N", "N", "N", "C", "C", "H", "H", "H", "H", "H", "H", "H", "H"],
  "xyz": [[-0.50, 0.65, -0.71], [-1.01, 1.07, 0.36], [0.42, -0.25, -0.55], [-2.29, 0.69, 0.73], [0.48, -0.63, 1.28], [1.50, -0.21, -1.52], [-0.14, -1.52, 1.30], [-2.74, 0.09, 0.03], [1.98, -1.19, -1.57], [1.54, -0.83, 1.29], [1.09, 0.04, -2.51], [2.26, 0.54, -1.27], [-2.82, 1.50, 1.02], [0.22, 0.02, 2.11]]
}

=====

{
  "formula": "C2H8N4O",
  "method": "ωB97M-V/def2-TZVPD",
  "total_charge": 0,
  "orbital_gap_ev": 10.2875,
  "e_lumo_ev": 0.872,
  "homo_ev": -9.416,
  "relative_energy_kj_mol": 232.9,
  "smiles": "[H]/N=C(/N)C=O.NN",
  "elements": ["O", "N", "N", "N", "N", "C", "C", "H", "H", "H", "H", "H", "H", "H", "H"],
  "xyz": [[0.63, 1.63, -1.24], [-1.93, -0.28, -0.27], [-1.25, 0.64, 0.56], [1.62, -0.87, 1.07], [0.93, -1.06, -1.11], [1.17, -0.33, 0.01], [0.78, 1.12, -0.15], [-1.12, 0.33, 1.52], [-1.74, 1.53, 0.53], [1.70, -0.22, 1.85], [-2.64, -0.81, 0.24], [1.37, -1.96, -1.18], [0.91, 1.72, 0.77], [-1.25, -0.94, -0.65], [0.81, -0.51, -1.95]]
}

=====

| no. | energy (eV) |
| --- | --- |
| 1 | -8713.7179 |
| 2 | -10763.6187 |
| 3 | -10756.5297 |
| 4 | -48865.4755 |
| 5 | -8163.0419 |
| 6 | -8159.7306 |
| 7 | -8158.0082 |
| 8 | -10210.1991 |